Entry 1:
Entry from the Open Molecules 2025 dataset: 5 unconnected molecules or ions with the total composition C24H34Br2F12N2O14P in a non-equilibrium geometry (ωB97M-V/def2-TZVPD).

Properties
LUMO level = 1.73 eV
frontier orbital gap = 0.251 Ha
net charge = -1
maximum force = 7.4 eV Å⁻¹
E = -239063.601 eV

Positions of all 89 atoms, in Å:
C  3.095  1.155  -4.575
C  1.477  1.031  -4.855
Br  0.995  2.706  -5.794
C  0.828  0.853  -3.385
Br  1.411  2.486  -2.358
C  -0.757  0.564  -3.338
C  -1.238  0.223  -4.821
O  -0.967  -0.824  -5.507
O  -1.971  1.194  -5.522
N  -1.052  -0.404  -2.275
N  -0.370  -0.217  -1.082
C  -1.259  -1.800  -2.639
C  0.240  -2.491  -3.165
C  1.136  -3.220  -1.919
O  0.324  -3.994  -3.098
P  -1.818  2.106  -2.837
O  -1.720  2.462  -1.344
O  -3.509  1.800  -3.091
O  -1.447  3.507  -3.724
H  3.649  0.526  -5.375
H  3.413  2.240  -4.709
H  3.381  0.700  -3.562
H  1.403  0.081  -5.508
H  1.448  -0.003  -2.911
H  0.554  -0.675  -1.056
H  -0.988  -0.598  -0.333
H  -2.008  -2.025  -3.468
H  -1.521  -2.475  -1.754
H  0.850  -1.897  -4.016
H  2.038  -2.566  -2.308
H  1.767  -4.161  -1.961
H  -4.011  2.546  -2.697
H  -2.297  4.012  -3.808
C  3.846  -5.261  3.402
C  4.796  -4.082  3.488
O  4.703  -3.265  2.311
C  3.648  -2.421  2.262
O  2.814  -2.330  3.125
C  3.694  -1.584  0.987
F  3.939  -2.328  -0.113
F  4.661  -0.642  1.035
F  2.541  -0.933  0.754
H  4.024  -5.830  2.486
H  3.972  -5.922  4.262
H  2.805  -4.929  3.371
H  5.825  -4.443  3.540
H  4.619  -3.486  4.386
C  -4.620  0.541  4.306
C  -4.933  -0.910  3.995
O  -4.023  -1.428  3.013
C  -2.803  -1.783  3.468
O  -2.452  -1.685  4.616
C  -1.959  -2.356  2.333
F  -2.006  -1.597  1.218
F  -2.368  -3.591  1.972
F  -0.659  -2.470  2.659
H  -4.615  1.137  3.390
H  -5.359  0.956  4.996
H  -3.631  0.645  4.758
H  -5.935  -0.986  3.566
H  -4.921  -1.529  4.896
C  2.979  -0.297  9.423
C  2.652  -1.741  9.093
O  3.566  -2.261  8.114
C  4.777  -2.634  8.576
O  5.120  -2.553  9.727
C  5.623  -3.207  7.443
F  5.595  -2.436  6.335
F  5.201  -4.433  7.065
F  6.920  -3.340  7.779
H  3.000  0.308  8.513
H  2.239  0.119  10.109
H  3.965  -0.210  9.885
H  1.654  -1.801  8.654
H  2.647  -2.369  9.988
C  -4.176  4.125  -6.966
C  -3.373  5.366  -7.310
O  -4.240  6.495  -7.519
C  -4.703  7.097  -6.405
O  -4.441  6.747  -5.283
C  -5.567  8.301  -6.772
F  -6.466  8.019  -7.741
F  -4.826  9.334  -7.228
F  -6.274  8.770  -5.725
H  -4.930  3.933  -7.734
H  -3.523  3.253  -6.882
H  -4.709  4.249  -6.020
H  -2.834  5.205  -8.246
H  -2.626  5.589  -6.543


Entry 2:
Entry from the Open Molecules 2025 dataset: 8 unconnected molecules or ions with the total composition C24H34Cl12N2O4 in a non-equilibrium geometry (ωB97M-V/def2-TZVPD).

Properties
LUMO level = -0.46 eV
SMILES string = O=[N+]([O-])c1ccccc1.O=[N+]([O-])c1ccccc1.ClCCCl.ClCCCl.ClCCCl.ClCCCl.ClCCCl.ClCCCl
frontier orbital gap = 0.352 Ha
relative energy (zero: lowest compared OMol25 entry of this formula, charge and spin) = 0.000 eV
maximum force = 4.4 eV Å⁻¹
E = -186873.518 eV

Positions of all 76 atoms, in Å:
O  -0.512  2.910  -0.649
N  -1.460  2.246  -0.864
O  -2.419  2.491  -1.539
C  -1.543  0.876  -0.206
C  -0.754  0.632  0.947
C  -0.637  -0.609  1.451
C  -1.341  -1.659  0.866
C  -2.264  -1.439  -0.184
C  -2.306  -0.149  -0.729
H  -0.231  1.471  1.382
H  0.044  -0.767  2.274
H  -1.226  -2.693  1.158
H  -2.839  -2.231  -0.640
H  -2.957  0.120  -1.548
O  7.339  -0.127  1.698
N  6.565  0.311  0.884
O  6.810  0.562  -0.269
C  5.211  0.670  1.372
C  4.205  1.130  0.514
C  2.908  1.488  0.930
C  2.710  1.513  2.287
C  3.639  1.048  3.220
C  4.867  0.568  2.703
H  4.375  1.261  -0.545
H  2.247  1.982  0.234
H  1.775  1.897  2.666
H  3.437  1.125  4.278
H  5.605  0.224  3.412
Cl  1.275  0.247  -2.400
C  1.402  -1.404  -1.685
C  1.504  -2.548  -2.754
Cl  0.009  -2.866  -3.569
H  0.563  -1.594  -1.015
H  2.285  -1.398  -1.045
H  1.892  -3.452  -2.283
H  2.240  -2.235  -3.494
Cl  -0.088  3.552  3.395
C  0.585  4.750  4.566
C  2.010  4.278  4.965
Cl  2.179  2.827  5.959
H  -0.156  4.895  5.351
H  0.590  5.716  4.061
H  2.582  5.086  5.422
H  2.554  4.047  4.049
Cl  0.923  -4.214  3.077
C  -0.442  -5.288  2.799
C  -1.414  -5.158  3.919
Cl  -2.296  -3.588  3.944
H  -0.178  -6.343  2.728
H  -0.913  -5.066  1.841
H  -0.922  -5.418  4.857
H  -2.140  -5.955  3.756
Cl  -2.965  -6.191  -3.085
C  -1.500  -5.998  -2.150
C  -1.760  -4.909  -1.167
Cl  -0.142  -4.479  -0.478
H  -0.718  -5.715  -2.855
H  -1.197  -6.984  -1.798
H  -2.404  -5.141  -0.319
H  -2.263  -4.077  -1.660
Cl  -5.232  5.299  -4.236
C  -4.450  4.146  -3.026
C  -5.280  3.778  -1.796
Cl  -6.602  2.736  -2.151
H  -3.614  4.730  -2.643
H  -4.031  3.285  -3.548
H  -5.607  4.759  -1.450
H  -4.735  3.413  -0.925
Cl  -0.914  4.225  -5.163
C  -0.060  2.794  -4.473
C  -0.369  1.437  -5.097
Cl  -2.207  1.347  -5.133
H  -0.275  2.821  -3.405
H  1.000  3.046  -4.463
H  0.060  0.710  -4.408
H  -0.028  1.246  -6.114


Entry 3:
Entry from the Open Molecules 2025 dataset: a molecular structure, C24H34Cl4N6O11P2PbS2 (ωB97M-V/def2-TZVPD).

Properties
LUMO level = -2.05 eV
frontier orbital gap = 0.250 Ha
relative energy (zero: lowest compared OMol25 entry of this formula, charge and spin) = 1.246 eV
maximum force = 0.8 eV Å⁻¹
E = -152494.119 eV

Positions of all 84 atoms, in Å:
Pb  0.013  0.356  -0.175
C  5.731  -2.385  -1.649
N  4.564  -1.582  -1.987
C  4.456  -1.295  -3.416
P  3.127  -1.835  -1.191
O  2.075  -0.907  -1.624
O  3.633  -1.674  0.334
P  3.105  -0.713  1.530
O  2.294  0.391  0.954
N  4.494  -0.107  2.252
C  5.631  0.157  1.366
C  4.172  1.086  3.061
N  2.590  -1.863  2.579
C  2.698  -1.705  4.034
C  1.546  -2.805  2.164
N  2.690  -3.427  -1.323
C  1.343  -3.733  -1.823
C  3.256  -4.467  -0.467
H  6.631  -1.824  -1.913
H  5.746  -3.341  -2.188
H  5.755  -2.588  -0.580
H  5.299  -0.670  -3.715
H  3.531  -0.752  -3.602
H  4.463  -2.210  -4.022
H  5.801  -0.693  0.711
H  6.518  0.309  1.981
H  5.473  1.047  0.745
H  3.217  0.953  3.569
H  4.094  1.982  2.436
H  4.955  1.228  3.807
H  3.637  -1.218  4.280
H  2.715  -2.706  4.471
H  1.850  -1.159  4.448
H  1.169  -2.576  1.166
H  0.695  -2.750  2.842
H  1.952  -3.819  2.181
H  1.016  -2.931  -2.483
H  0.614  -3.818  -1.014
H  1.377  -4.667  -2.387
H  4.056  -4.065  0.151
H  3.658  -5.281  -1.075
H  2.485  -4.876  0.191
O  -0.433  -0.654  4.424
S  -1.137  -0.459  3.172
O  -2.108  0.605  3.187
O  -0.157  -0.377  2.051
C  -2.042  -2.002  2.931
C  -2.242  -2.757  4.082
C  -2.970  -3.935  4.034
C  -3.516  -4.368  2.835
C  -3.330  -3.621  1.683
C  -2.598  -2.442  1.725
S  -2.357  -1.612  0.167
O  -3.394  -2.089  -0.721
O  -1.014  -2.021  -0.296
O  -2.412  -0.172  0.420
H  -1.820  -2.388  5.006
H  -3.120  -4.514  4.936
H  -4.090  -5.284  2.791
H  -3.761  -3.923  0.738
Cl  -5.339  -1.597  -4.815
C  -3.850  -0.961  -4.271
C  -2.620  -1.342  -4.997
Cl  -2.770  -2.384  -6.339
C  -1.402  -0.894  -4.631
Cl  0.030  -1.327  -5.465
C  -1.246  -0.019  -3.470
O  -0.189  0.429  -3.103
C  -2.530  0.406  -2.734
O  -2.436  1.175  -1.818
C  -3.818  -0.133  -3.214
Cl  -5.200  0.315  -2.341
C  -0.920  3.533  2.236
C  -0.282  3.781  0.918
N  0.024  2.889  -0.002
C  0.589  3.571  -1.062
C  0.629  4.895  -0.775
N  0.076  5.013  0.482
H  -1.267  2.506  2.311
H  -1.774  4.196  2.376
H  -0.212  3.715  3.047
H  0.919  3.049  -1.948
H  0.984  5.743  -1.334
H  -0.045  5.871  0.990


Entry 4:
Entry from the Open Molecules 2025 dataset: 6 unconnected molecules or ions with the total composition C24H34F2O4 in a non-equilibrium geometry (ωB97M-V/def2-TZVPD).

Properties
LUMO level = 0.39 eV
SMILES string = Fc1ccccc1.Fc1ccccc1.CC(C)=O.CC(C)=O.CC(C)=O.CC(C)=O
frontier orbital gap = 0.339 Ha
relative energy (zero: lowest compared OMol25 entry of this formula, charge and spin) = 0.000 eV
maximum force = 2.2 eV Å⁻¹
E = -39062.845 eV

Positions of all 64 atoms, in Å:
F  15.672  8.646  14.191
C  16.207  8.449  12.942
C  16.413  7.136  12.487
C  16.842  6.922  11.194
C  17.194  8.038  10.406
C  17.042  9.357  10.911
C  16.486  9.547  12.169
H  16.180  6.314  13.148
H  16.886  5.925  10.781
H  17.624  7.814  9.442
H  17.274  10.296  10.430
H  16.292  10.549  12.523
F  18.904  7.035  19.788
C  18.811  6.754  18.470
C  18.262  5.524  18.093
C  18.094  5.185  16.758
C  18.511  6.055  15.810
C  19.086  7.243  16.168
C  19.297  7.658  17.482
H  17.867  4.886  18.871
H  17.584  4.309  16.386
H  18.300  5.816  14.778
H  19.257  7.956  15.375
H  19.610  8.667  17.705
C  15.614  14.708  12.609
C  15.855  14.620  14.161
C  14.972  15.547  14.942
O  16.630  13.871  14.701
H  15.577  13.718  12.154
H  16.462  15.203  12.136
H  14.686  15.216  12.348
H  15.418  16.540  14.996
H  15.143  15.209  15.964
H  13.995  15.626  14.464
C  19.408  14.316  9.151
C  18.580  13.973  10.395
C  19.262  14.161  11.783
O  17.433  13.544  10.239
H  19.308  13.627  8.312
H  20.467  14.344  9.407
H  19.094  15.310  8.835
H  19.710  15.151  11.875
H  20.123  13.493  11.756
H  18.713  13.913  12.691
C  18.856  15.148  17.633
C  19.425  15.536  19.000
C  19.189  17.023  19.434
O  19.961  14.711  19.692
H  19.073  14.087  17.512
H  19.260  15.827  16.881
H  17.773  15.265  17.599
H  20.022  17.714  19.304
H  18.977  17.009  20.503
H  18.268  17.264  18.902
C  20.197  12.480  15.544
C  19.782  11.012  15.470
C  18.536  10.644  14.705
O  20.468  10.180  16.036
H  20.809  12.689  16.421
H  19.230  12.982  15.572
H  20.618  12.751  14.575
H  17.988  11.525  14.372
H  17.903  10.024  15.340
H  18.751  10.048  13.818


Entry 5:
Entry from the Open Molecules 2025 dataset: 2 unconnected molecules or ions with the total composition C24H34F3N2O4PSi in a non-equilibrium geometry (ωB97M-V/def2-TZVPD).

Properties
LUMO level = 0.20 eV
SMILES string = CCOP(N)(CCCC(=O)O)(OC#N)C(F)(F)CC[Si](C)(C)c1ccccc1.Fc1ccccc1
frontier orbital gap = 0.316 Ha
maximum force = 11.8 eV Å⁻¹
E = -61913.685 eV

Positions of all 69 atoms, in Å:
C  3.432  -1.064  1.499
C  3.590  -1.994  0.118
O  2.224  -2.197  -0.382
P  2.151  -2.281  -2.119
N  2.571  -0.543  -2.335
C  3.476  -3.708  -2.196
C  3.390  -4.598  -3.569
C  4.268  -5.985  -3.559
C  5.015  -6.327  -2.142
O  5.986  -5.621  -1.557
O  4.523  -7.548  -1.421
O  1.872  -2.345  -3.837
C  1.510  -1.022  -4.388
N  0.846  -0.010  -4.908
C  0.323  -2.923  -1.906
F  0.087  -3.774  -3.133
F  0.181  -3.856  -0.752
C  -0.797  -1.731  -1.967
C  -0.624  -0.541  -0.857
Si  -1.582  -0.810  0.794
C  -0.713  -1.999  2.048
C  -3.475  -1.247  0.513
C  -1.610  0.945  1.678
C  -2.530  1.306  2.985
C  -2.451  2.826  3.644
C  -1.454  4.007  3.035
C  -0.492  3.654  1.746
C  -0.604  2.126  1.075
H  4.461  -0.747  1.958
H  2.805  -1.715  2.278
H  2.727  -0.133  1.257
H  4.344  -1.539  -0.653
H  4.038  -3.022  0.478
H  3.570  -0.412  -2.608
H  2.451  0.004  -1.456
H  4.586  -3.284  -2.143
H  3.214  -4.393  -1.254
H  3.859  -3.924  -4.435
H  2.269  -4.923  -3.821
H  3.605  -6.886  -3.914
H  5.133  -5.882  -4.375
H  4.533  -7.396  -0.430
H  -1.847  -2.250  -1.736
H  -0.931  -1.269  -3.060
H  0.478  -0.269  -0.575
H  -1.085  0.444  -1.349
H  0.010  -2.782  1.564
H  -0.058  -1.409  2.853
H  -1.532  -2.605  2.633
H  -3.840  -0.588  -0.396
H  -3.645  -2.393  0.345
H  -4.068  -0.865  1.474
H  -3.235  0.509  3.471
H  -3.116  3.152  4.580
H  -1.416  5.094  3.503
H  0.273  4.433  1.265
H  0.127  1.950  0.149
F  -4.326  5.294  3.647
C  -4.529  6.403  2.925
C  -4.970  7.560  3.557
C  -5.176  8.718  2.806
C  -4.950  8.701  1.428
C  -4.513  7.534  0.801
C  -4.295  6.380  1.554
H  -5.148  7.552  4.628
H  -5.513  9.629  3.293
H  -5.116  9.603  0.842
H  -4.341  7.522  -0.273
H  -3.947  5.466  1.085


Entry 6:
Entry from the Open Molecules 2025 dataset: a molecular structure, C24H34LuN3O5S2 in a non-equilibrium geometry (ωB97M-V/def2-TZVPD).

Properties
LUMO level = 0.52 eV
frontier orbital gap = 0.271 Ha
relative energy (zero: lowest compared OMol25 entry of this formula, charge and spin) = 0.860 eV
maximum force = 2.0 eV Å⁻¹
E = -95439.163 eV

Positions of all 69 atoms, in Å:
Lu  -0.483  -1.042  -0.517
C  -3.158  0.719  0.924
O  -2.606  -0.590  0.732
C  -3.572  -1.614  0.888
C  -3.195  -2.811  0.051
O  -1.790  -3.104  0.101
C  -1.326  -3.938  1.159
C  -1.117  -3.167  2.431
O  -0.477  -1.968  2.082
C  0.203  -1.355  3.173
H  -3.615  0.773  1.916
H  -2.336  1.422  0.865
H  -3.895  0.916  0.148
H  -3.666  -1.844  1.952
H  -4.540  -1.270  0.517
H  -3.764  -3.688  0.366
H  -3.406  -2.586  -0.985
H  -2.019  -4.765  1.315
H  -0.375  -4.336  0.815
H  -2.056  -2.956  2.952
H  -0.488  -3.767  3.100
H  1.025  -1.995  3.505
H  0.587  -0.405  2.820
H  -0.496  -1.189  4.001
O  -3.756  -0.235  -1.990
C  -2.592  -0.236  -2.350
O  -1.764  -1.236  -2.086
C  -2.031  0.935  -3.118
C  -2.995  1.784  -3.683
C  -2.647  2.885  -4.435
C  -1.295  3.164  -4.624
C  -0.329  2.351  -4.063
C  -0.651  1.212  -3.298
S  0.736  0.278  -2.690
H  -4.035  1.538  -3.511
H  -3.411  3.520  -4.869
H  -0.993  4.026  -5.211
H  0.721  2.579  -4.205
C  5.211  -2.804  0.261
N  4.567  -1.642  -0.336
C  5.203  -0.623  -1.048
C  4.245  0.231  -1.442
N  3.048  -0.267  -0.956
C  3.234  -1.419  -0.282
S  2.072  -2.399  0.491
H  6.287  -2.683  0.172
H  4.899  -3.715  -0.246
H  4.935  -2.885  1.309
H  6.269  -0.611  -1.204
H  4.297  1.141  -2.016
H  2.136  0.150  -1.141
C  -0.358  4.006  2.142
C  0.860  3.080  2.034
C  1.989  3.807  1.288
C  1.335  2.696  3.440
C  0.482  1.865  1.290
C  0.156  0.866  0.663
H  -0.097  4.911  2.701
H  -1.179  3.503  2.661
H  -0.708  4.298  1.150
H  2.291  4.705  1.838
H  1.662  4.101  0.289
H  2.859  3.155  1.182
H  1.639  3.590  3.995
H  2.189  2.016  3.386
H  0.535  2.200  3.996
N  0.540  -3.217  -3.279
C  0.428  -2.693  -2.254
H  0.585  -3.367  -4.264


Question: The highest frontier orbital gap belongs to which entry?
Answer: C24H34Cl12N2O4